1.
The ion C4H12NO with charge +1 at a distorted geometry, computed with ωB97M-V/def2-TZVPD.

As for the structure (SMILES): CC[C@@H]([NH3+])CO. As for the total charge: +1. The calculation puts the energy above the lowest of the compared OMol25 structures with the same formula, charge and spin at 35.6 kcal/mol.

Last columns: bonded neighbours and bond lengths (Å).
Element x y z (Å)
1 C 0.522 0.101 -2.282  C2 1.521, H7 1.107, H8 1.092, H9 1.092
2 C -0.162 0.634 -1.033  C1 1.521, C3 1.575, H10 1.084, H11 1.198
3 C -0.375 -0.338 0.187  C2 1.575, N4 1.509, C5 1.538, H12 1.140
4 N 1.037 -0.462 0.703  C3 1.509, H13 1.040, H14 1.020, H15 1.038
5 C -1.214 0.248 1.335  C3 1.538, O6 1.421, H16 1.087, H17 1.117
6 O -0.750 -0.528 2.431  C5 1.421, H18 0.969
7 H 0.042 0.386 -3.238  C1 1.107
8 H 1.597 0.288 -2.310  C1 1.092
9 H 0.744 -0.947 -2.071  C1 1.092
10 H -1.062 1.204 -1.234  C2 1.084
11 H 0.527 1.495 -0.564  C2 1.198
12 H -0.660 -1.370 -0.204  C3 1.140
13 H 1.721 -0.635 -0.062  N4 1.040
14 H 1.106 -1.268 1.325  N4 1.020
15 H 1.447 0.362 1.185  N4 1.038
16 H -2.279 0.157 1.136  C5 1.087
17 H -0.954 1.326 1.469  C5 1.117
18 H -1.288 -0.652 3.227  O6 0.969

natural (NBO) atomic charge list, values in e, 2 entries: -0.64, -0.42

***

2.
The molecule C25H27N7O2S at a distorted geometry, computed with ωB97M-V/def2-TZVPD.

As for the structure (SMILES): Cc1ccc(S(=O)(=O)Cn2nnnc2[C@H](c2ccccn2)N2CCN(c3ccccc3)CC2)cc1.

Last columns: bonded neighbours and bond lengths (Å).
Element x y z (Å)
1 C -2.047 -5.175 0.005  C2 1.495, H36 1.087, H37 1.090, H38 1.087
2 C -0.891 -4.267 0.274  C1 1.495, C3 1.391, C35 1.392
3 C -1.080 -3.075 0.967  C2 1.391, C4 1.383, H39 1.080
4 C -0.025 -2.205 1.175  C3 1.383, C5 1.380, H40 1.078
5 C 1.224 -2.533 0.686  C4 1.380, S6 1.786, C34 1.381
6 S 2.559 -1.351 0.801  C5 1.786, O7 1.441, O8 1.436, C9 1.853
7 O 2.097 -0.170 1.484  S6 1.441
8 O 3.766 -1.970 1.270  S6 1.436
9 C 2.845 -0.897 -0.973  S6 1.853, N10 1.412, H41 1.088, H42 1.091
10 N 1.601 -0.603 -1.573  C9 1.412, N11 1.346, C14 1.363
11 N 0.929 -1.598 -2.180  N10 1.346, N12 1.263
12 N -0.164 -1.128 -2.604  N11 1.263, N13 1.320
13 N -0.273 0.155 -2.314  N12 1.320, C14 1.320
14 C 0.819 0.510 -1.663  N10 1.363, N13 1.320, C15 1.504
15 C 0.951 1.909 -1.128  C14 1.504, C16 1.517, N22 1.455, H43 1.102
16 C 2.209 2.238 -0.346  C15 1.517, C17 1.390, N21 1.328
17 C 2.143 2.944 0.850  C16 1.390, C18 1.383, H44 1.076
18 C 3.321 3.284 1.489  C17 1.383, C19 1.386, H45 1.080
19 C 4.530 2.939 0.905  C18 1.386, C20 1.382, H46 1.078
20 C 4.493 2.263 -0.300  C19 1.382, N21 1.325, H47 1.083
21 N 3.368 1.922 -0.912  C16 1.328, C20 1.325
22 N -0.230 2.284 -0.366  C15 1.455, C23 1.453, C33 1.455
23 C -1.379 2.684 -1.159  N22 1.453, C24 1.536, H48 1.092, H49 1.101
24 C -2.442 3.290 -0.231  C23 1.536, N25 1.448, H50 1.088, H51 1.095
25 N -2.842 2.348 0.793  C24 1.448, C26 1.391, C32 1.446
26 C -3.865 1.443 0.535  N25 1.391, C27 1.399, C31 1.401
27 C -3.815 0.103 0.934  C26 1.399, C28 1.382, H52 1.079
28 C -4.886 -0.745 0.723  C27 1.382, C29 1.382, H53 1.081
29 C -6.039 -0.294 0.109  C28 1.382, C30 1.385, H54 1.079
30 C -6.110 1.033 -0.281  C29 1.385, C31 1.379, H55 1.081
31 C -5.049 1.888 -0.068  C26 1.401, C30 1.379, H56 1.079
32 C -1.675 1.936 1.542  N25 1.446, C33 1.530, H57 1.089, H58 1.095
33 C -0.628 1.297 0.626  N22 1.455, C32 1.530, H59 1.092, H60 1.103
34 C 1.444 -3.720 0.016  C5 1.381, C35 1.382, H61 1.078
35 C 0.385 -4.586 -0.183  C2 1.392, C34 1.382, H62 1.079
36 H -1.716 -6.204 -0.117  C1 1.087
37 H -2.540 -4.866 -0.917  C1 1.090
38 H -2.777 -5.127 0.809  C1 1.087
39 H -2.063 -2.823 1.336  C3 1.080
40 H -0.148 -1.279 1.712  C4 1.078
41 H 3.277 -1.771 -1.455  C9 1.088
42 H 3.509 -0.032 -1.005  C9 1.091
43 H 0.974 2.559 -2.017  C15 1.102
44 H 1.187 3.218 1.258  C17 1.076
45 H 3.297 3.816 2.429  C18 1.080
46 H 5.471 3.187 1.368  C19 1.078
47 H 5.401 1.974 -0.814  C20 1.083
48 H -1.060 3.438 -1.882  C23 1.092
49 H -1.813 1.832 -1.704  C23 1.101
50 H -3.298 3.600 -0.826  C24 1.088
51 H -2.023 4.171 0.268  C24 1.095
52 H -2.932 -0.299 1.406  C27 1.079
53 H -4.812 -1.777 1.037  C28 1.081
54 H -6.870 -0.961 -0.059  C29 1.079
55 H -7.008 1.411 -0.749  C30 1.081
56 H -5.149 2.923 -0.357  C31 1.079
57 H -1.962 1.261 2.347  C32 1.089
58 H -1.248 2.838 1.994  C32 1.095
59 H 0.253 0.994 1.195  C33 1.092
60 H -1.076 0.410 0.146  C33 1.103
61 H 2.436 -3.958 -0.334  C34 1.078
62 H 0.544 -5.513 -0.712  C35 1.079

natural (NBO) atomic charge list, values in e, 2 entries: -0.63, 0.02

***

| no. | DFT total energy (hartree) | gap between HOMO and LUMO (eV) | LUMO level (eV) |
| --- | --- | --- | --- |
| 1 | -289.318115 | 11.76 | -3.37 |
| 2 | -1900.764033 | 8.14 | 0.52 |